The following is a quantum chemistry calculation of a molecular structure, C24H34N2O3 in a non-equilibrium geometry, from the OMol25 dataset.

Computed properties:
Gap between HOMO and LUMO   8.48 eV
Multiplicity   1
HOMO   -7.84 eV
ΔE to the lowest compared entry with this formula, charge and spin   595.26 kcal per mole

```
63
Properties=species:S:1:pos:R:3:lowdin_charge:R:1
C 3.10162 -5.63519 -0.06779 0.068
H 3.17742 -4.84001 -0.97161 0.146
O 1.58314 -5.73250 0.20504 -0.019
C 0.99110 -4.72901 0.56328 -0.366
C 1.54799 -3.46673 0.49672 -0.006
C 0.78729 -2.50566 1.15709 -0.257
C -0.42312 -2.77447 1.54985 -0.020
C -1.23798 -4.05972 1.28997 -0.095
C -0.40393 -5.11371 0.86841 0.083
H -0.66690 -6.01401 0.78437 0.029
O -2.59767 -4.25533 1.85558 -0.151
C -3.16459 -5.56855 1.57644 -0.058
H -2.48530 -6.13078 2.05332 0.034
H -4.13842 -5.30598 2.00015 0.104
H -3.08544 -5.81659 0.45571 0.122
H -1.18230 -1.99232 1.91425 0.131
C 1.40363 -1.01414 1.20011 -0.184
N 1.99708 -0.76692 0.02799 -0.165
C 2.64866 0.46872 0.06015 -0.337
C 2.10065 1.71682 0.12356 -0.131
N 1.22659 1.72308 -1.28387 -0.109
C 0.30855 0.61187 -0.99397 -0.145
H -0.39461 0.76772 -1.96684 0.189
C 1.04078 -0.69322 -0.95154 -0.302
C 1.42551 -1.00360 -2.53101 -0.189
H 2.48081 -1.55398 -2.21035 0.151
H 2.25616 0.01536 -2.96106 0.210
C 0.61952 -1.58716 -3.39543 -0.379
O 0.26670 -2.82542 -2.92384 0.032
H 0.89758 -3.28497 -2.56687 -0.009
H 1.22352 -1.81909 -4.35882 0.156
H -0.09476 -0.96063 -3.83961 0.115
H 0.17879 -1.39034 -0.93644 0.158
H -0.31148 0.81670 -0.39763 -0.004
C 0.82452 3.06510 -1.60509 -0.103
C -0.34635 3.76636 -0.42659 -0.044
H 0.19273 3.90754 0.24750 -0.018
H -0.92804 3.13904 -0.18237 0.010
C -0.69626 5.09050 -1.06406 -0.102
C -1.58562 5.66191 0.05488 -0.390
C -2.80060 5.69753 -0.03170 -0.096
C -3.64155 6.05709 1.06904 -0.134
C -3.12734 6.88977 1.82070 -0.168
C -1.69201 7.15524 1.79238 -0.062
C -1.08744 6.46305 0.87888 -0.158
H 0.06140 6.90951 0.88250 0.185
H -1.29742 7.90214 2.59301 0.143
H -3.72135 7.59705 2.50958 0.134
H -4.95714 6.01690 0.77394 0.199
H -3.37095 4.83426 -0.80939 0.195
H -1.28703 4.97731 -2.05037 0.143
H 0.12721 5.75168 -1.32380 0.113
H 1.48901 3.89766 -1.75415 0.098
H 0.37134 3.07264 -2.50547 0.055
H 2.89248 2.69062 0.02360 0.186
H 1.48769 1.90958 1.13899 0.158
H 3.41275 0.30417 0.86106 0.132
H 3.49770 0.25750 -0.77252 0.177
H 0.39130 -0.35991 1.61869 0.170
H 2.17051 -0.88337 2.26201 0.199
H 2.51379 -3.20081 0.35895 0.076
H 3.47650 -6.61654 -0.36559 0.095
H 3.57856 -5.30686 0.68364 0.005
```



The following is a quantum chemistry calculation of 7 unconnected molecules or ions with the total composition H12O5S2 in a non-equilibrium geometry, from the OMol25 dataset.

Computed properties:
Gap between HOMO and LUMO   2.79 eV
Multiplicity   1
HOMO   -9.12 eV
ΔE to the lowest compared entry with this formula, charge and spin   157.67 kcal per mole

```
19
Properties=species:S:1:pos:R:3:lowdin_charge:R:1
S -2.67624 -0.41674 1.37230 0.687
S 2.13288 1.07935 -0.59346 0.636
H -3.83983 -1.01807 1.49861 -0.233
H 2.96808 1.09998 -1.62890 -0.216
H -0.96314 -0.92952 2.06281 -0.140
H 0.11331 -1.29687 0.97869 0.028
O -0.12606 -1.42349 1.91534 -0.085
H 1.29926 -2.31600 -1.59772 0.051
H 1.71457 -0.91622 -1.00495 -0.113
O 1.27841 -1.77168 -0.80376 -0.096
H -1.81860 0.90693 -1.71026 -0.010
H -2.35363 -0.33205 -1.12128 -0.083
O -1.92338 -0.03901 -1.92741 -0.095
H 2.31331 0.09855 1.42547 -0.119
H 1.22938 -0.53562 2.38524 -0.009
O 2.09532 -0.07609 2.33904 -0.081
H 0.19518 2.19577 -1.17672 -0.085
H -0.91080 3.27981 -1.02872 0.048
O -0.72803 2.41097 -1.38432 -0.087
```



The following is a quantum chemistry calculation of 2 unconnected molecules or ions with the total composition C4H6N2O, from the OMol25 dataset.

Computed properties:
Gap between HOMO and LUMO   8.85 eV
SMILES   [H]/N=C1\C=CNC1=O.[H][H]
Multiplicity   1
HOMO   -9.11 eV
ΔE to the lowest compared entry with this formula, charge and spin   47.91 kcal per mole

```
13
Properties=species:S:1:pos:R:3:lowdin_charge:R:1
N 2.01462 1.10820 0.54720 0.184
C 0.97654 0.37734 0.58752 -0.296
C -0.27798 0.77802 -0.19607 -0.423
O -0.49507 1.78953 -0.81421 0.062
N -1.14467 -0.29460 -0.02543 0.090
C -0.59703 -1.22894 0.85151 -0.085
C 0.64424 -0.89405 1.24472 -0.037
H -0.77634 0.42340 -3.23535 0.040
H 2.76132 0.69480 1.11108 0.063
H -1.25538 0.90354 -2.93234 0.027
H -2.07852 -0.31692 -0.40161 0.149
H -1.18242 -2.09522 1.13660 0.124
H 1.27515 -1.45320 1.92194 0.103
```



The following is a quantum chemistry calculation of 4 unconnected molecules or ions with the total composition C25H57IO7S in a non-equilibrium geometry, from the OMol25 dataset.

Computed properties:
Gap between HOMO and LUMO   7.75 eV
Multiplicity   1
HOMO   -9.37 eV
ΔE to the lowest compared entry with this formula, charge and spin   21.68 kcal per mole

```
91
Properties=species:S:1:pos:R:3:lowdin_charge:R:1
C -4.42405 4.67608 -5.93633 -0.141
O -3.34832 3.79771 -5.68599 -0.204
C -3.79393 2.43684 -5.71236 -0.217
C -4.75569 2.21043 -4.49959 -0.201
C -4.62590 0.81269 -3.82488 -0.206
C -5.66026 0.78861 -2.62202 -0.209
C -5.31114 -0.27115 -1.52816 -0.190
C -5.29005 0.40901 -0.11076 -0.218
C -3.84576 0.51216 0.49578 -0.191
C -3.97033 1.20180 1.91568 -0.211
C -3.28125 0.38648 3.05198 -0.197
C -1.76551 0.81589 3.18297 -0.191
C -0.79490 -0.35543 2.83366 -0.170
C 0.69721 0.08755 3.07164 -0.248
O 1.54203 -0.81693 2.30070 -0.356
S 1.63164 -0.22904 0.73736 0.784
O 1.26856 -1.33963 -0.17606 -0.397
O 3.24709 0.16927 0.47977 -0.948
I 3.41860 2.17560 0.84299 0.959
H -3.97150 5.66514 -6.15230 0.093
H -5.03431 4.39013 -6.81606 0.092
H -5.09796 4.82710 -5.06975 0.084
H -2.93486 1.75381 -5.61156 0.117
H -4.29438 2.21999 -6.68195 0.120
H -5.80783 2.38256 -4.79068 0.115
H -4.46634 2.95691 -3.73047 0.118
H -4.93023 -0.00963 -4.50286 0.114
H -3.60787 0.65533 -3.41815 0.110
H -6.64671 0.61031 -3.09491 0.109
H -5.66956 1.82907 -2.23512 0.096
H -4.40587 -0.86206 -1.74265 0.105
H -6.16195 -0.98532 -1.50150 0.101
H -5.67929 1.44518 -0.14502 0.103
H -5.93397 -0.14545 0.60156 0.106
H -3.34324 -0.46786 0.55671 0.106
H -3.30968 1.23709 -0.14821 0.109
H -5.04250 1.34241 2.16530 0.100
H -3.52738 2.21356 1.85577 0.101
H -3.40043 -0.70686 2.96078 0.109
H -3.75985 0.68777 4.00834 0.101
H -1.58114 1.13159 4.23128 0.113
H -1.59345 1.70094 2.54023 0.105
H -0.99652 -1.16083 3.56476 0.093
H -0.94314 -0.73771 1.80736 0.107
H 1.01853 -0.01590 4.12191 0.119
H 0.82789 1.13186 2.73199 0.079
C 8.05598 -1.94688 -1.26204 -0.081
C 7.28421 -3.19857 -0.88167 -0.284
O 6.26980 -2.97190 0.07916 -0.155
C 5.24567 -2.06527 -0.29782 -0.283
C 4.46539 -2.50508 -1.52453 -0.069
H 8.46799 -1.46556 -0.37301 0.081
H 8.87489 -2.19719 -1.93856 0.075
H 7.41961 -1.21652 -1.76583 0.060
H 7.97230 -3.91512 -0.42976 0.117
H 6.86607 -3.68636 -1.76899 0.106
H 5.65867 -1.05944 -0.43384 0.103
H 4.56158 -2.00777 0.54805 0.104
H 5.09661 -2.53120 -2.41643 0.067
H 3.64299 -1.81540 -1.71755 0.050
H 4.05930 -3.50767 -1.38146 0.087
C 1.24239 0.40580 -5.01042 -0.077
C 1.57738 1.81797 -4.56331 -0.277
O 2.11596 1.88736 -3.25454 -0.162
C 3.32943 1.18811 -3.04090 -0.291
C 4.47829 1.67724 -3.90642 -0.069
H 0.57555 -0.07559 -4.29253 0.082
H 0.75572 0.42320 -5.98699 0.076
H 2.13633 -0.21520 -5.09525 0.067
H 0.66100 2.41018 -4.54345 0.117
H 2.24814 2.30774 -5.27762 0.107
H 3.17613 0.11098 -3.16541 0.101
H 3.58432 1.34595 -1.99269 0.044
H 4.29099 1.49550 -4.96657 0.068
H 5.40144 1.16077 -3.63840 0.074
H 4.62432 2.75154 -3.77909 0.083
C 0.15114 -2.44080 9.42431 -0.081
C -0.45401 -1.54074 8.36145 -0.283
O 0.50237 -0.97296 7.48320 -0.162
C 1.27414 -1.88860 6.72511 -0.278
C 0.44564 -2.77048 5.80674 -0.066
H 0.92058 -1.90746 9.98556 0.082
H -0.61995 -2.77911 10.11806 0.077
H 0.61738 -3.32614 8.98786 0.066
H -0.95013 -0.70034 8.84960 0.118
H -1.22641 -2.06962 7.79251 0.107
H 1.90499 -2.49371 7.38466 0.108
H 1.95092 -1.28410 6.11845 0.111
H -0.21405 -3.43140 6.37249 0.070
H 1.09398 -3.39403 5.18986 0.086
H -0.17953 -2.15919 5.15685 0.052
```